{"formula": "C36H40MnP2", "method": "ωB97M-V/def2-TZVPD", "species": ["C", "H", "H", "H", "H", "C", "C", "H", "H", "H", "H", "C", "C", "C", "H", "C", "C", "H", "C", "C", "C", "H", "C", "C", "C", "H", "C", "H", "H", "C", "H", "H", "H", "H", "C", "H", "H", "C", "C", "C", "C", "C", "P", "H", "H", "C", "H", "H", "Mn", "P", "C", "H", "H", "C", "H", "H", "H", "C", "H", "C", "H", "C", "C", "H", "H", "H", "H", "C", "H", "C", "H", "C", "C", "H", "H", "H", "C", "C", "C"], "positions_angstrom": [[1.17969, 3.91149, -7.14800], [-1.15940, -0.77657, -4.05322], [-2.05770, 1.02249, 1.71808], [1.11760, -4.16171, -9.64808], [0.01907, -0.46519, -6.19658], [1.90237, 0.13071, -1.94867], [1.05403, -0.30519, 0.54068], [-3.42652, 0.99468, -1.97224], [-2.39865, -1.92896, -10.77368], [-3.00346, -2.45259, -3.87123], [1.66919, -1.19272, 0.31138], [-2.32301, 1.00298, 0.64819], [-1.84010, -0.25461, -0.00817], [-1.46546, -5.08960, -11.68391], [0.38439, -6.04424, -11.11772], [-0.34081, 1.91828, -2.11294], [-0.72713, -1.25595, -6.09568], [-3.42850, 1.01546, 0.67347], [-0.11201, 0.66180, -9.77078], [-1.02886, -0.23909, -9.33284], [2.86954, 0.54865, -12.92639], [-1.60176, 3.00746, 0.80917], [-0.24099, -5.15730, -11.00682], [0.81808, 2.71629, -7.77463], [-1.82357, -2.85748, -10.79734], [0.46732, 4.73861, -7.14348], [3.24886, 2.07385, -10.61150], [-0.17536, 2.59354, -8.21030], [-3.47879, -3.98464, -5.77377], [-2.70066, -3.22467, -5.85805], [-3.19049, -3.85939, -12.13569], [0.44672, 2.53218, -0.19057], [1.99765, -0.95169, -2.18879], [-2.20321, -3.76212, -7.89951], [3.42839, 1.82989, -13.02155], [3.46470, 2.63922, -9.70376], [4.12185, 3.55292, -11.91985], [3.64346, 2.57554, -11.85792], [-2.51696, 0.51668, -2.39648], [2.44320, 4.03880, -6.56396], [-1.98829, -3.10536, -7.05480], [2.47275, 0.04114, -11.69047], [1.53755, 0.31123, -9.09192], [1.90227, 0.76457, -2.83791], [2.73427, 4.98583, -6.12938], [-2.24450, -3.92810, -11.59366], [1.69426, 0.54194, 0.85119], [0.58842, 2.18146, -2.63021], [0.12040, 0.07797, -1.13530], [-0.18666, -1.72342, -8.76204], [1.76155, 1.68925, -7.90751], [2.06384, -0.96760, -11.60114], [2.61798, 0.47078, -1.16120], [-1.53176, 1.60857, -2.96068], [-2.10593, -0.09620, -9.25411], [3.65210, 0.91636, -7.19508], [-0.27088, 1.50101, -10.45777], [-0.43252, 2.14423, -0.71583], [-2.85342, -0.06662, -3.27214], [-1.41718, -1.40947, -4.90108], [-1.81087, -5.92763, -12.29210], [-1.76264, 2.28119, -0.00732], [-1.91225, -0.48392, -1.42689], [-1.92935, -1.52682, -1.77967], [2.74722, -0.05646, -13.82329], [0.28316, -0.52579, 1.29067], [-2.13127, 2.50988, -3.15459], [-2.42309, -2.37208, -4.78560], [-2.53823, 2.71157, -0.67085], [-1.01986, -2.10056, -7.18490], [-1.16905, 1.28159, -3.94158], [3.32547, 2.95382, -6.55141], [-0.66791, -2.98231, -10.00989], [3.68822, 2.24516, -13.99813], [4.29076, 3.04340, -6.05440], [-1.77571, -1.13323, 0.64923], [0.16600, -4.11022, -10.17901], [2.97911, 1.77193, -7.20006], [2.54813, 0.85993, -10.54768]], "forces_ev_per_a": [[-0.035, -0.256, 0.075], [-0.040, -0.220, -0.316], [0.127, -0.308, -0.413], [-0.258, -0.093, -0.081], [-0.086, -0.220, 0.028], [0.112, 0.084, 0.466], [0.343, 0.485, 0.814], [0.673, -0.304, -0.038], [0.018, -0.419, 0.041], [0.091, -0.087, -0.062], [-0.261, 0.232, 0.104], [0.577, 0.230, 0.599], [-2.373, -1.347, -2.687], [0.039, 0.408, 0.228], [-0.132, 0.304, 0.054], [0.324, 0.968, 1.802], [-0.113, -0.239, -0.292], [0.337, -0.109, -0.332], [-0.688, -0.914, 0.174], [1.019, 1.079, 0.053], [0.190, -0.003, 0.037], [-0.206, -0.172, -0.463], [-0.142, 0.012, -0.052], [0.198, 0.047, -0.291], [-0.100, -0.118, 0.202], [0.273, -0.219, 0.101], [-0.254, 0.070, -0.129], [0.335, 0.234, 0.049], [0.227, 0.243, 0.019], [0.065, 0.064, -0.024], [0.376, 0.028, 0.116], [-0.248, -0.143, -0.270], [0.314, 0.523, 0.059], [0.034, 0.144, 0.278], [-0.239, -0.066, 0.318], [-0.248, -0.039, -0.303], [-0.092, -0.280, 0.056], [0.056, -0.294, 0.027], [-0.067, 0.307, -0.469], [-0.233, -0.238, -0.267], [0.094, 0.207, 0.133], [-0.260, 0.441, 0.072], [0.535, 1.292, -1.231], [0.400, -0.323, 0.047], [0.020, -0.045, 0.073], [0.201, 0.002, 0.067], [-0.326, -0.604, -0.004], [-0.520, 0.041, 0.285], [1.174, 0.083, -0.521], [-0.959, -0.554, 0.033], [0.086, -0.176, 0.688], [-0.037, 0.275, -0.176], [-0.251, -0.361, -1.092], [-0.560, -0.380, -0.315], [0.104, -0.136, -0.610], [0.038, 0.231, -0.101], [-0.187, -0.024, 0.608], [0.253, -0.335, -1.614], [-0.058, 0.359, 0.503], [0.016, -0.198, -0.074], [0.168, 0.273, 0.182], [-0.465, 0.655, 0.400], [-1.582, 0.109, 3.177], [0.519, 0.285, 0.377], [0.063, 0.111, 0.219], [0.333, 0.067, -0.065], [0.281, -0.020, 0.091], [0.143, -0.081, -0.388], [0.621, -0.124, 0.146], [-0.047, -0.031, 0.240], [-0.089, 0.086, 0.112], [-0.160, 0.023, 0.026], [0.553, -0.256, -0.194], [-0.016, -0.189, 0.362], [-0.242, -0.058, -0.114], [0.424, 0.285, -0.448], [-0.438, 0.156, 0.158], [-0.280, 0.058, -0.349], [0.536, -0.519, 0.086]], "mulliken_charge": [-0.75, 0.52, 0.44, 0.41, 0.36, -1.04, -1.42, 0.47, 0.34, 0.33, 0.43, -1.04, -0.44, -0.45, 0.39, -0.86, -0.83, 0.39, -0.82, -0.28, -0.51, 0.44, -0.64, -0.23, 0.01, 0.44, -0.39, 0.43, 0.39, -0.92, 0.41, 0.64, 0.40, 0.37, -0.51, 0.31, 0.40, -0.56, -0.89, -0.54, -0.63, -0.45, 0.29, 0.39, 0.49, -0.64, 0.35, 1.30, 0.33, 0.71, 0.65, 0.43, 0.35, -1.00, 0.65, 0.44, 0.65, -0.19, 0.37, -0.13, 0.40, -0.92, -0.08, 0.65, 0.40, 0.43, 0.44, -0.63, 0.26, 0.57, 0.27, -0.65, 0.33, 0.39, 0.50, 0.74, -0.45, -0.65, 0.41], "orbital_gap_ev": [5.6756, 6.5916], "spin_multiplicity": 4, "max_force_ha_per_bohr": 0.074, "e_homo_ha": [-0.459, -0.498], "charge": 2}